9 unconnected molecules or ions with the total composition C46H54O2S2 in a non-equilibrium geometry. Source: the Open Molecules 2025 dataset; level of theory: ωB97M-V/def2-TZVPD.

The calculation puts the largest force on an atom at 0.2327 Eh/bohr. The gap between HOMO and LUMO is 8.82 eV. As for the spin multiplicity: 1. The value obtained for the energy above the lowest of the compared OMol25 structures with the same formula, charge and spin is 45.6 kcal per mole.

Each atom is followed by the atoms it is bonded to, with distances in Å.
Element x y z (Å)
1 C 2.73 -3.94 2.70  S2 1.766, H5 1.087, H6 1.139, H7 1.110
2 S 1.37 -3.69 1.60  C1 1.766, O3 1.551, C4 1.769
3 O 1.68 -2.56 0.58  S2 1.551
4 C 1.60 -5.17 0.65  S2 1.769, H8 1.051, H9 1.116, H10 1.161
5 H 2.61 -4.92 3.15  C1 1.087
6 H 2.81 -3.15 3.51  C1 1.139
7 H 3.66 -3.86 2.10  C1 1.110
8 H 1.33 -5.11 -0.36  C4 1.051
9 H 1.51 -6.06 1.33  C4 1.116
10 H 2.74 -5.13 0.43  C4 1.161
11 C 1.80 0.36 -0.73  S12 1.824, H15 1.142, H16 1.089, H17 1.070
12 S 1.25 0.39 1.01  C11 1.824, O13 1.577, C14 1.679
13 O 1.31 1.91 1.44  S12 1.577
14 C -0.36 0.33 0.54  S12 1.679, H18 1.191, H19 1.110, H20 1.066
15 H 1.18 1.01 -1.43  C11 1.142
16 H 1.78 -0.69 -1.03  C11 1.089
17 H 2.86 0.39 -0.56  C11 1.070
18 H -0.52 -0.79 0.15  C14 1.191
19 H -0.73 0.97 -0.29  C14 1.110
20 H -0.96 0.28 1.42  C14 1.066
21 C 1.89 1.62 -5.88  C22 1.459, C26 1.397, H27 1.191
22 C 2.52 2.09 -4.64  C21 1.459, C23 1.445, H28 1.154
23 C 3.33 1.16 -3.89  C22 1.445, C24 1.445, H29 0.940
24 C 3.54 -0.14 -4.47  C23 1.445, C25 1.435, H30 1.031
25 C 2.85 -0.65 -5.63  C24 1.435, C26 1.563, H31 1.088
26 C 1.98 0.36 -6.46  C21 1.397, C25 1.563, H32 1.076
27 H 1.16 2.42 -6.39  C21 1.191
28 H 2.41 3.19 -4.33  C22 1.154
29 H 3.63 1.39 -3.03  C23 0.940
30 H 4.36 -0.61 -4.07  C24 1.031
31 H 3.07 -1.68 -5.89  C25 1.088
32 H 1.59 0.05 -7.41  C26 1.076
33 C -1.20 -3.77 -2.07  C34 1.596, C38 1.348, H39 1.172
34 C -2.66 -3.81 -2.71  C33 1.596, C35 1.464, H40 1.142
35 C -3.00 -2.53 -3.35  C34 1.464, C36 1.397, H41 1.128
36 C -2.02 -1.60 -3.70  C35 1.397, C37 1.364, H42 1.090
37 C -0.76 -1.64 -3.19  C36 1.364, C38 1.559, H43 1.032
38 C -0.25 -2.86 -2.37  C33 1.348, C37 1.559, H44 1.065
39 H -1.11 -4.69 -1.35  C33 1.172
40 H -3.44 -4.56 -2.33  C34 1.142
41 H -4.04 -2.64 -3.78  C35 1.128
42 H -2.29 -0.71 -4.26  C36 1.090
43 H 0.07 -1.03 -3.29  C37 1.032
44 H 0.60 -2.85 -1.73  C38 1.065
45 C -3.52 -0.91 0.24  C46 1.650, C50 1.393, H51 1.279
46 C -4.08 -2.30 0.94  C45 1.650, C47 1.507, H52 1.006
47 C -4.48 -2.23 2.39  C46 1.507, C48 1.425, H53 1.121
48 C -4.51 -0.90 2.91  C47 1.425, C49 1.436, H54 0.960
49 C -4.15 0.34 2.27  C48 1.436, C50 1.596, H55 1.097
50 C -3.45 0.34 0.84  C45 1.393, C49 1.596, H56 1.065
51 H -3.06 -1.06 -0.95  C45 1.279
52 H -3.96 -3.16 0.44  C46 1.006
53 H -4.87 -3.16 2.87  C47 1.121
54 H -4.81 -0.58 3.76  C48 0.960
55 H -4.25 1.28 2.81  C49 1.097
56 H -3.03 1.27 0.52  C50 1.065
57 C -3.21 4.46 -3.17  C58 1.526, C62 1.476, H63 1.057
58 C -1.92 4.52 -3.99  C57 1.526, C59 1.363, H64 1.098
59 C -1.01 3.50 -4.04  C58 1.363, C60 1.500, H65 1.140
60 C -1.30 2.21 -3.33  C59 1.500, C61 1.356, H66 1.129
61 C -2.47 1.96 -2.69  C60 1.356, C62 1.613, H67 1.099
62 C -3.54 3.16 -2.56  C57 1.476, C61 1.613, H68 1.263
63 H -3.66 5.41 -3.20  C57 1.057
64 H -1.88 5.43 -4.60  C58 1.098
65 H -0.11 3.60 -4.72  C59 1.140
66 H -0.45 1.47 -3.43  C60 1.129
67 H -2.55 1.13 -1.98  C61 1.099
68 H -4.58 2.92 -1.88  C62 1.263
69 C 7.38 1.06 0.96  C70 1.516, C74 1.439, H75 0.971
70 C 6.78 1.43 2.30  C69 1.516, C71 1.453, H76 1.078
71 C 5.52 2.15 2.35  C70 1.453, C72 1.385, H77 1.022
72 C 4.84 2.48 1.19  C71 1.385, C73 1.404, H78 1.167
73 C 5.34 2.18 -0.08  C72 1.404, C74 1.524, H79 1.068
74 C 6.65 1.42 -0.24  C69 1.439, C73 1.524, H80 1.124
75 H 8.17 0.51 0.85  C69 0.971
76 H 7.45 1.44 3.14  C70 1.078
77 H 5.02 2.56 3.15  C71 1.022
78 H 3.78 2.97 1.17  C72 1.167
79 H 4.80 2.46 -0.97  C73 1.068
80 H 6.91 1.19 -1.30  C74 1.124
81 C -1.61 -3.04 3.19  C82 1.551, C86 1.425, H87 1.156
82 C -0.53 -2.46 4.15  C81 1.551, C83 1.407, H88 0.996
83 C 0.23 -3.28 5.00  C82 1.407, C84 1.439, H89 1.019
84 C -0.06 -4.68 4.97  C83 1.439, C85 1.393, H90 1.040
85 C -1.02 -5.29 4.16  C84 1.393, C86 1.491, H91 1.235
86 C -1.93 -4.42 3.36  C81 1.425, C85 1.491, H92 1.144
87 H -1.90 -2.30 2.36  C81 1.156
88 H -0.43 -1.52 3.84  C82 0.996
89 H 1.17 -3.11 5.36  C83 1.019
90 H 0.64 -5.18 5.56  C84 1.040
91 H -1.29 -6.50 4.16  C85 1.235
92 H -2.87 -4.81 2.84  C86 1.144
93 C -3.85 5.34 3.30  C94 1.428, C98 1.432, H99 1.099
94 C -2.91 5.83 4.25  C93 1.428, C95 1.371, H100 1.073
95 C -1.59 5.46 4.30  C94 1.371, C96 1.399, H101 0.901
96 C -1.17 4.56 3.33  C95 1.399, C97 1.347, H102 1.076
97 C -1.99 4.05 2.38  C96 1.347, C98 1.602, H103 1.211
98 C -3.55 4.39 2.28  C93 1.432, C97 1.602, H104 1.135
99 H -4.93 5.57 3.23  C93 1.099
100 H -3.15 6.63 4.92  C94 1.073
101 H -0.99 5.85 4.86  C95 0.901
102 H -0.14 4.25 3.24  C96 1.076
103 H -1.72 3.17 1.60  C97 1.211
104 H -4.10 3.87 1.43  C98 1.135